[1]
DFT (ωB97M-V/def2-TZVPD) results for a structure of composition C22H42AlCl3N2O4Si.

ORCA input file:
```
! RIJCOSX wB97M-V def2-TZVPD def2/J DEFGRID3
* xyz 0 1
C -1.77 -2.53 -4.25
C -1.00 -2.69 -2.95
H -1.90 -3.51 -4.72
H -1.18 -1.92 -4.92
H -2.78 -2.11 -4.12
C -0.11 -3.79 -2.86
C -0.12 -4.91 -3.83
H 0.49 -4.02 -1.97
H 0.47 -4.69 -4.73
H -1.13 -5.23 -4.14
H 0.31 -5.80 -3.38
Al -0.17 0.95 2.28
Cl -1.78 2.04 3.54
Cl 0.40 1.90 -1.08
H 2.10 4.72 4.20
H -0.23 5.92 4.21
C 2.06 4.83 3.10
C -0.18 5.90 3.10
N 0.67 4.81 2.64
H 2.64 4.04 2.62
C 0.13 3.74 2.09
O 0.70 2.58 2.18
H -1.18 5.77 2.69
H -0.82 3.87 1.56
H 2.47 5.82 2.84
H 0.25 6.86 2.77
H 1.95 -0.07 -2.18
H 2.71 -2.78 -1.28
C 2.83 -0.02 -1.52
C 3.23 -2.22 -0.48
N 2.63 -0.89 -0.34
H 3.05 1.02 -1.23
C 1.84 -0.68 0.72
O 1.33 0.42 1.08
H 3.13 -2.74 0.49
H 1.69 -1.59 1.34
H 3.69 -0.45 -2.06
H 4.29 -2.13 -0.76
O -0.70 -1.32 -2.29
C -1.66 -2.13 -1.63
C -0.10 -3.20 0.04
C -1.40 -2.89 -0.39
H 0.73 -2.98 -0.63
C 0.10 -3.83 1.28
H -2.67 -1.69 -1.66
C -2.48 -3.34 0.40
H 1.13 -4.11 1.55
C -0.97 -4.11 2.12
C -2.27 -3.93 1.64
H -3.48 -3.20 -0.02
H -0.79 -4.48 3.13
H -3.12 -4.24 2.22
Si -0.41 2.51 -2.86
Cl -1.51 -0.23 1.32
C 0.85 3.23 -4.03
C -1.04 4.24 -2.28
C -1.72 1.41 -3.57
H 1.86 2.81 -3.93
H 0.92 4.31 -3.81
H 0.54 3.15 -5.08
H -1.32 0.42 -3.79
H -2.06 1.90 -4.50
H -2.57 1.33 -2.89
H -1.73 4.18 -1.42
H -1.52 4.77 -3.11
H -0.16 4.82 -1.96
C -0.43 -0.10 5.98
C -0.73 -0.72 4.65
O 0.42 -0.16 3.74
H 0.53 -0.46 6.37
H -1.19 -0.34 6.72
H -0.40 0.99 5.87
H -0.71 -1.81 4.57
H -1.63 -0.30 4.19
H 0.98 -0.91 3.42
*
```

Output
relative energy (zero: lowest compared OMol25 entry of this formula, charge and spin) = 38.4 kcal per mole
LUMO level = -0.0055 Ha
HOMO-LUMO gap = 3.51 eV
molecular weight = 560.0 u

Atom charges from the Mulliken analysis, given in e for atoms 1 to 6:
1. C -1.702
2. C 1.319
3. H 0.429
4. H 0.245
5. H 0.340
6. C -0.145

[2]
DFT (ωB97M-V/def2-TZVPD) results for a structure of composition C3H3LiO3Sc.

ORCA input file:
```
! RIJCOSX wB97M-V def2-TZVPD def2/J DEFGRID3
* xyz 0 2
H -0.02 -2.13 -1.34
C 0.36 1.05 -1.52
C 0.76 0.64 -0.29
O -0.25 -0.03 0.43
C -0.08 -0.30 1.76
O -0.89 -1.15 2.17
O -0.69 0.55 -2.13
Li 0.05 -0.66 3.75
H 0.82 1.97 -1.92
H 1.56 1.08 0.31
Sc -1.63 -1.03 -1.23
*
```

Output
LUMO level (alpha / beta) = -0.0350 / -0.0351 Ha
HOMO-LUMO gap (alpha / beta) = 4.72 / 6.55 eV
molecular weight = 139.0 u

Atom charges from the natural (NBO) analysis, given in e for atoms 1 to 6:
1. H -0.609
2. C 0.146
3. C -0.086
4. O -0.649
5. C 0.253
6. O -0.818

[3]
DFT (ωB97M-V/def2-TZVPD) results for an isolated molecule of C3H9NOS.

ORCA input file:
```
! RIJCOSX wB97M-V def2-TZVPD def2/J DEFGRID3
* xyz 0 1
O 1.12 1.17 1.97
C 0.78 -0.17 1.50
N -0.58 -0.28 1.08
C -0.73 0.26 -0.28
C -0.21 -0.85 -1.25
S -0.45 -0.56 -3.02
H 1.01 1.82 1.18
H 1.53 -0.32 0.71
H 1.01 -0.65 2.53
H -1.30 0.06 1.74
H -1.78 0.22 -0.35
H -0.26 1.24 -0.52
H 0.91 -0.77 -1.11
H -0.50 -1.87 -1.08
H -0.53 0.71 -3.10
*
```

Output
relative energy (zero: lowest compared OMol25 entry of this formula, charge and spin) = 44.6 kcal per mole
LUMO level = 0.0272 Ha
HOMO-LUMO gap = 9.73 eV
molecular weight = 107.2 u

Atom charges from the natural (NBO) analysis, given in e for atoms 1 to 6:
1. O -0.754
2. C 0.069
3. N -0.645
4. C -0.239
5. C -0.515
6. S -0.039

[4]
DFT (ωB97M-V/def2-TZVPD) results for a cluster of 6 separate species, C20H42N2O6 in total.

ORCA input file:
```
! RIJCOSX wB97M-V def2-TZVPD def2/J DEFGRID3
* xyz 0 1
C -2.82 -1.91 -5.31
C -3.51 -2.65 -4.09
C -2.85 -1.88 -2.92
O -2.61 -0.48 -3.42
C -2.14 -0.64 -4.72
H -3.55 -1.69 -6.12
H -2.05 -2.47 -5.88
H -3.15 -3.69 -3.95
H -4.62 -2.70 -4.09
H -1.89 -2.37 -2.68
H -3.45 -1.69 -2.05
H -1.06 -0.79 -4.67
H -2.40 0.26 -5.23
C -0.09 -2.21 5.23
C -0.05 -2.75 3.81
C -1.30 -2.12 3.15
O -1.24 -0.74 3.68
C -0.76 -0.86 5.03
H 0.94 -2.07 5.62
H -0.66 -2.89 5.90
H 0.06 -3.84 3.63
H 0.87 -2.38 3.31
H -2.26 -2.64 3.47
H -1.18 -2.13 2.05
H -1.61 -0.78 5.77
H -0.10 0.02 5.16
C -0.83 4.60 -0.42
C -2.25 4.17 -0.88
C -1.87 3.27 -2.12
O -0.62 2.68 -1.77
C 0.14 3.55 -0.92
H -0.88 4.73 0.62
H -0.64 5.61 -0.82
H -2.89 5.00 -1.09
H -2.80 3.59 -0.09
H -1.81 3.89 -2.96
H -2.56 2.49 -2.32
H 1.01 4.05 -1.39
H 0.38 3.02 -0.04
C 4.78 4.77 1.47
C 5.60 3.58 2.03
C 5.92 2.67 0.78
O 5.15 3.31 -0.32
C 4.13 4.17 0.19
H 5.46 5.63 1.27
H 4.03 5.21 2.07
H 4.99 3.18 2.78
H 6.42 3.97 2.66
H 5.55 1.63 0.98
H 6.92 2.63 0.53
H 3.18 3.67 0.49
H 3.91 4.89 -0.57
C -1.69 -5.14 0.75
C -0.79 -5.90 -0.22
N 0.07 -5.06 -0.85
O -0.82 -7.11 -0.41
H -2.75 -5.40 0.58
H -1.64 -4.06 0.71
H -1.28 -5.41 1.77
H 0.84 -5.39 -1.40
H 0.14 -4.11 -0.47
C 0.94 -0.50 0.62
C -0.17 -0.98 -0.27
N -0.76 -0.07 -1.09
O -0.56 -2.15 -0.26
H 1.23 -1.34 1.26
H 0.67 0.30 1.36
H 1.65 -0.08 -0.10
H -0.52 0.92 -1.17
H -1.52 -0.40 -1.66
*
```

Output
relative energy (zero: lowest compared OMol25 entry of this formula, charge and spin) = 0.0 kcal per mole
LUMO level = 0.0170 Ha
HOMO-LUMO gap = 9.66 eV
molecular weight = 406.6 u

Atom charges from the natural (NBO) analysis, given in e for atoms 1 to 6:
1. C -0.442
2. C -0.438
3. C -0.100
4. O -0.558
5. C -0.071
6. H 0.214

[5]
DFT (ωB97M-V/def2-TZVPD) results for a structure of composition C27H63MnN8O9.

ORCA input file:
```
! RIJCOSX wB97M-V def2-TZVPD def2/J DEFGRID3
* xyz 1 6
Mn 2.23 0.28 3.84
C 0.72 -2.10 0.43
C 0.41 -0.95 1.38
C -1.06 -0.80 1.68
O 1.17 -1.04 2.54
H 1.78 -2.31 0.25
H 0.45 -1.79 -0.58
H 0.24 -3.03 0.70
H 0.73 -0.04 0.88
H -1.32 0.06 2.31
H -1.38 -1.66 2.26
H -1.63 -0.67 0.76
C -2.19 4.38 -1.60
O -1.09 4.31 -2.14
N -2.68 3.50 -0.69
C -3.96 3.84 -0.03
C -2.11 2.23 -0.21
H -2.89 5.18 -1.87
H -4.32 4.71 -0.58
H -3.75 4.06 1.02
H -4.68 3.03 0.08
H -1.16 1.86 -0.60
H -1.98 2.24 0.87
H -2.90 1.49 -0.29
C 0.11 2.90 2.91
O 0.88 2.05 3.44
N 0.55 4.02 2.33
C -0.44 4.94 1.71
C 1.94 4.54 2.35
H -0.95 2.66 2.79
H -0.13 5.12 0.68
H -0.33 5.85 2.29
H -1.47 4.61 1.63
H 2.38 4.29 3.31
H 2.66 4.11 1.65
H 2.06 5.62 2.29
C -4.43 0.18 2.11
O -4.57 1.38 2.44
N -5.05 -0.43 1.09
C -4.57 -1.82 0.81
C -5.77 0.30 0.04
H -3.85 -0.57 2.67
H -4.13 -2.23 1.72
H -3.80 -1.91 0.05
H -5.40 -2.44 0.48
H -6.54 -0.39 -0.30
H -6.25 1.16 0.50
H -5.12 0.51 -0.81
C -2.77 -4.76 3.33
O -3.51 -4.09 4.07
N -1.50 -5.06 3.62
C -0.70 -5.77 2.68
C -0.76 -4.31 4.71
H -3.07 -5.09 2.32
H -0.09 -6.54 3.16
H 0.03 -5.15 2.16
H -1.34 -6.18 1.90
H -1.45 -3.69 5.29
H -0.20 -4.87 5.46
H -0.11 -3.60 4.19
C -3.36 -1.51 -4.41
O -3.29 -2.46 -3.61
N -2.99 -0.25 -4.08
C -3.26 0.94 -4.93
C -2.57 0.14 -2.69
H -3.89 -1.51 -5.38
H -3.71 0.75 -5.91
H -2.29 1.32 -5.24
H -3.70 1.74 -4.34
H -2.30 -0.69 -2.02
H -1.68 0.73 -2.88
H -3.32 0.75 -2.19
C 4.35 1.60 1.53
O 3.48 1.51 2.41
N 4.93 0.53 0.99
C 4.64 -0.84 1.32
C 6.11 0.62 0.13
H 4.74 2.52 1.06
H 5.47 -1.51 1.53
H 4.14 -1.11 0.40
H 3.85 -0.92 2.07
H 6.96 0.03 0.49
H 5.71 0.20 -0.79
H 6.36 1.66 -0.05
C 3.54 1.93 -2.92
O 3.92 0.81 -3.10
N 2.35 2.23 -2.48
C 1.88 3.65 -2.45
C 1.38 1.27 -1.90
H 4.22 2.78 -3.09
H 1.71 4.03 -1.44
H 0.97 3.80 -3.03
H 2.62 4.32 -2.88
H 1.40 1.44 -0.83
H 0.40 1.45 -2.35
H 1.62 0.21 -2.02
C 4.48 -4.29 -3.52
O 4.46 -3.76 -4.62
N 4.11 -3.72 -2.34
C 4.16 -4.46 -1.12
C 3.65 -2.38 -2.24
H 4.74 -5.35 -3.44
H 4.85 -4.15 -0.33
H 4.41 -5.52 -1.23
H 3.11 -4.53 -0.84
H 3.60 -1.96 -3.25
H 2.71 -2.32 -1.68
H 4.42 -1.78 -1.78
*
```

Output
relative energy (zero: lowest compared OMol25 entry of this formula, charge and spin) = 66.6 kcal per mole
LUMO level (alpha / beta) = -0.1703 / -0.1717 Ha
HOMO-LUMO gap (alpha / beta) = 6.28 / 6.24 eV
molecular weight = 698.8 u

Atom charges from the Mulliken analysis, given in e for atoms 1 to 6:
1. Mn 1.149
2. C -1.188
3. C 2.667
4. C -0.761
5. O -0.678
6. H 0.089